Record 1
Density functional theory data (the ωB97M-V functional and the def2-TZVPD basis) for C10H14N2O2 as an isolated structure.

Output
Total charge = 0
LUMO energy (alpha / beta) = 0.733 / 0.733 eV
E = -649.26232 Ha
ΔE to the lowest compared entry with this formula, charge and spin = 362.98 kJ/mol
Orbital gap (alpha / beta) = 8.36 / 8.36 eV

XYZ file:
```
28
Properties=species:S:1:pos:R:3:mulliken_charge:R:1
C 2.035 0.179 1.021 -0.009
C -0.993 -1.781 2.310 -0.450
C -0.639 2.176 0.069 -0.661
C 0.842 -1.421 -0.631 -0.447
C -1.531 1.032 0.399 -0.574
C 1.907 -0.474 -0.238 0.627
C 0.767 0.731 0.925 -0.339
C -0.520 -0.062 0.766 2.674
C -2.535 0.589 -0.674 -1.466
C 3.088 -0.255 -1.181 -1.562
N 3.083 0.442 1.707 -0.924
N -0.894 -0.522 2.057 -0.724
O 0.555 2.032 0.859 -0.412
O -0.457 -1.085 -0.188 -0.501
H -1.255 -1.961 3.296 0.353
H -0.697 -2.478 1.591 0.230
H -0.370 2.316 -1.002 0.303
H -0.987 3.204 0.286 0.319
H 0.914 -1.445 -1.821 0.314
H 1.050 -2.458 -0.293 0.210
H -2.027 1.183 1.238 0.557
H -1.996 0.299 -1.595 0.311
H -3.310 1.304 -0.787 0.490
H -3.008 -0.397 -0.322 0.279
H 2.732 0.228 -2.085 0.334
H 3.375 -1.333 -1.520 0.318
H 3.952 0.008 -0.641 0.486
H 2.856 1.225 2.439 0.262
```

Record 2
Density functional theory data (the ωB97M-V functional and the def2-TZVPD basis) for one molecule with the formula C10H14N2O3.

Output
Total charge = 0
LUMO energy (alpha / beta) = 0.376 / 0.216 eV
E = -724.46170 Ha
ΔE to the lowest compared entry with this formula, charge and spin = 675.89 kJ/mol
Orbital gap (alpha / beta) = 8.88 / 8.57 eV

XYZ file:
```
29
Properties=species:S:1:pos:R:3:mulliken_charge:R:1
C -3.399 0.530 0.982 -0.709
C -1.987 0.271 1.058 -0.450
C -3.693 0.539 -0.329 -0.387
C -1.559 0.185 -0.202 0.113
C -0.310 -0.100 -0.885 0.056
C 1.721 1.269 -0.273 -0.170
C 0.746 -1.046 -0.340 1.629
C 1.768 2.170 1.011 -1.202
C 1.197 -2.023 -1.387 -1.961
C 0.543 -1.808 0.989 -1.682
N 0.454 1.257 -1.035 0.545
N 1.949 -0.155 -0.200 0.629
O -0.176 2.350 -1.249 -0.612
O 2.958 -0.728 0.293 -0.655
O -2.516 0.309 -1.087 -0.373
H -4.114 0.367 1.718 0.390
H -1.469 0.153 1.960 0.504
H -4.605 0.957 -0.868 0.352
H -0.595 -0.368 -2.009 0.182
H 2.499 1.596 -0.933 0.352
H 1.544 3.208 0.736 0.354
H 2.732 1.996 1.566 0.323
H 0.883 1.915 1.595 0.255
H 2.070 -2.570 -1.051 0.435
H 1.511 -1.635 -2.339 0.448
H 0.431 -2.777 -1.548 0.448
H 1.451 -2.279 1.148 0.547
H -0.245 -2.524 0.993 0.361
H 0.210 -1.059 1.685 0.276
```

Record 3
Density functional theory data (the ωB97M-V functional and the def2-TZVPD basis) for one molecule with the formula C10H14N2S.

Output
Total charge = 0
LUMO energy (alpha / beta) = -1.096 / -1.089 eV
E = -896.96848 Ha
ΔE to the lowest compared entry with this formula, charge and spin = 543.05 kJ/mol
Orbital gap (alpha / beta) = 6.77 / 6.77 eV

XYZ file:
```
27
Properties=species:S:1:pos:R:3:mulliken_charge:R:1
C -2.060 1.691 0.169 -0.077
C 0.534 0.232 -0.524 -0.084
C 0.518 -1.007 -0.116 0.448
C 1.414 1.386 -0.297 -0.813
C 1.789 -1.674 0.329 -0.645
C 2.554 0.831 0.539 -0.404
C 2.949 -0.587 0.072 -0.838
C -2.286 -0.757 0.457 0.022
C -2.117 0.417 -0.440 0.663
C -2.517 0.270 -1.892 -1.417
N -1.958 2.710 0.681 -0.528
N -2.241 -0.360 1.794 -0.622
S -0.947 -2.117 -0.004 -0.123
H 1.798 1.850 -1.178 0.355
H 0.917 2.291 0.078 0.333
H 1.718 -1.970 1.464 0.250
H 1.973 -2.552 -0.255 0.392
H 3.469 1.505 0.260 0.279
H 2.201 0.829 1.663 0.226
H 3.879 -0.965 0.535 0.346
H 3.059 -0.485 -1.012 0.342
H -3.186 -1.408 0.284 0.340
H -1.898 -0.494 -2.506 0.254
H -2.564 1.203 -2.516 0.350
H -3.497 -0.190 -1.885 0.415
H -1.849 -1.111 2.297 0.316
H -1.653 0.461 2.004 0.220
```

Record 4
Density functional theory data (the ωB97M-V functional and the def2-TZVPD basis) for one molecule with the formula C10H14N2S.

Output
Total charge = 0
LUMO energy = 0.449 eV
E = -897.00199 Ha
ΔE to the lowest compared entry with this formula, charge and spin = 455.07 kJ/mol
Orbital gap = 7.21 eV

XYZ file:
```
27
Properties=species:S:1:pos:R:3:mulliken_charge:R:1
C -1.315 -0.276 0.175 -0.833
C -3.843 -0.834 -2.471 -0.344
C -3.461 -0.683 -1.117 -0.460
C -2.796 -0.902 -3.343 -0.524
C -2.099 -0.534 -0.986 0.987
C 0.515 2.911 0.268 -1.160
C 3.058 -0.774 0.993 -0.994
C 1.097 -1.784 1.986 -0.926
C 1.469 1.799 0.599 -0.319
C 0.979 0.347 0.821 0.146
N -0.124 0.052 0.268 0.069
N 1.769 -0.539 1.504 0.039
S -1.315 -0.780 -2.467 -0.130
H -4.907 -0.788 -2.668 0.365
H -4.124 -0.712 -0.194 0.339
H -2.817 -1.112 -4.383 0.433
H 1.056 3.877 0.295 0.354
H 0.006 2.866 -0.766 0.239
H -0.319 2.809 1.065 0.277
H 3.010 -1.229 -0.030 0.284
H 3.704 0.212 1.049 0.266
H 3.602 -1.413 1.779 0.373
H 0.833 -2.493 1.215 0.366
H 1.614 -2.451 2.716 0.280
H 0.122 -1.380 2.383 0.313
H 2.040 2.100 1.562 0.322
H 2.247 1.712 -0.254 0.238
```